12
Properties=species:S:1:pos:R:3 method="wB97M-V/def2-TZVPD" energy_ev=-27866.0887 gap_ev=5.403 homo_energy_ev=-15.53 charge=+1 e_above_lowest_kj_mol=49.9
Tl -1.23173 -0.49400 -1.06845
S 1.67576 0.84855 1.43932
O 1.09398 1.03848 2.73340
O 1.62182 2.15887 0.94601
O 3.02493 0.39955 1.49466
O 0.86320 -0.01874 0.63741
O 1.57477 -0.32628 -2.08711
H 1.82207 -0.75113 -2.90843
H 2.34995 -0.40827 -1.53159
O -3.99893 -0.64174 -0.11212
H -4.78010 -1.12174 -0.38708
H -4.01576 -0.68349 0.84403